# 1
16
Properties=species:S:1:pos:R:3 method="wB97M-V/def2-TZVPD" gap_ha="0.14438 / 0.24691" multiplicity=2 relative_energy_kcal_mol=15.4 e_lumo_ev="4.28 / 4.16" charge=-1 energy_ev=-9309.502
C -1.07 -0.03 2.32
N -0.62 -0.23 0.98
C -1.05 0.72 0.04
N -0.27 1.10 -1.03
H -0.49 -0.44 3.16
H -1.26 1.02 2.57
H -2.06 -0.51 2.48
H 0.18 -0.74 0.67
H -1.96 1.29 0.24
H -0.15 2.12 -0.91
H 0.71 0.26 -2.04
H 0.48 -0.11 -3.47
O 1.18 -0.22 -2.81
H 2.73 -1.25 -0.25
H 1.76 -1.33 -1.44
O 1.89 -1.62 -0.51

***

# 2
16
Properties=species:S:1:pos:R:3 method="wB97M-V/def2-TZVPD" gap_ha=0.31170 smiles="N/C=C/N.O.O" relative_energy_kcal_mol=18.5 e_lumo_ev=0.87 charge=0 energy_ev=-9310.767
C 0.03 1.01 -1.17
C 0.84 -0.04 -1.10
N 1.11 -0.89 -2.18
N -0.23 1.85 -0.05
H -0.39 1.37 -2.10
H 1.24 -0.38 -0.17
H 0.42 -0.99 -2.89
H 1.72 -1.66 -1.99
H -0.78 2.68 -0.25
H 0.59 2.14 0.46
H 0.58 -1.49 1.89
H -0.76 -2.17 2.06
O 0.17 -2.27 2.26
H -1.28 0.78 1.18
H -1.68 0.11 2.50
O -1.58 -0.06 1.56

***

# 3
16
Properties=species:S:1:pos:R:3 method="wB97M-V/def2-TZVPD" gap_ha=0.35713 smiles="[H]/N=C/NC.O.O" relative_energy_kcal_mol=20.4 e_lumo_ev=0.82 charge=0 energy_ev=-9310.686
C -0.08 0.95 1.46
N -0.49 0.67 0.09
C 0.50 0.36 -0.82
N 0.32 -0.36 -1.84
H -0.98 0.81 2.06
H 0.77 0.41 1.86
H 0.09 2.03 1.56
H -1.37 0.21 -0.06
H 1.45 0.81 -0.51
H 1.07 -0.49 -2.49
H 2.04 -0.85 1.55
H 3.25 -1.58 1.60
O 2.59 -1.26 2.22
H -3.18 0.17 -2.27
H -2.65 -1.00 -1.49
O -2.88 -0.09 -1.41